[1]
2 unconnected molecules or ions with the total composition C17H19N in a non-equilibrium geometry. Source: the OMol25 dataset; level of theory: the ωB97M-V functional and the def2-TZVPD basis.

Each line ends with the Mulliken charge.
Element x y z (Å)
C1 2.36838 -0.16621 2.02561  -0.29
C2 2.96947 -1.19117 1.01293  0.21
C3 3.75162 -2.33764 1.19800  -0.52
N1 3.49957 -3.42475 0.33875  -0.03
C4 2.46340 -2.93074 -0.49737  -0.50
C5 1.87815 -3.65161 -1.47040  -0.43
C6 1.03363 -3.01122 -2.34829  -0.86
C7 0.82210 -1.60954 -2.04338  -0.35
C8 1.33639 -0.81671 -1.01486  -0.49
C9 2.11251 -1.56993 -0.07392  0.97
H1 1.48278 0.29251 1.49006  -0.46
H2 3.04965 0.60637 2.48415  0.35
H3 1.81824 -0.73842 2.78834  0.31
H4 4.57093 -2.29821 1.91518  0.35
H5 4.07003 -4.22803 0.41745  0.15
H6 2.27023 -4.68630 -1.57745  0.29
H7 0.53557 -3.47202 -3.16610  0.44
H8 0.28700 -0.91017 -2.71510  0.29
H9 1.14729 0.22617 -0.79450  0.45
C10 -4.22283 3.14062 -1.05424  -1.32
C11 -2.98083 2.21939 -1.42760  -0.70
C12 -2.18520 1.75465 -0.26947  0.57
C13 -0.87134 2.03945 -0.20178  -0.44
C14 -0.20128 1.96632 1.00280  -0.31
C15 -0.69975 1.43002 2.14369  -0.23
C16 -1.94624 0.87281 2.02538  -0.51
C17 -2.71618 0.95006 0.79361  -0.50
H10 -4.83796 3.02762 -0.28822  0.48
H11 -4.98206 2.94220 -1.89195  0.30
H12 -4.05020 4.21258 -1.01345  0.35
H13 -3.38275 1.41547 -2.22064  0.34
H14 -2.56823 2.93433 -2.10516  0.29
H15 -0.41097 2.49763 -1.12817  0.25
H16 0.82585 2.37457 0.94042  0.33
H17 -0.15479 1.37970 3.13160  0.38
H18 -2.37357 0.37356 2.79728  0.51
H19 -3.70863 0.38665 0.79678  0.32

Strongest force on any atom, eV/A: 4.940
SMILES: Cc1c[nH]c2ccccc12.CCc1ccccc1
DFT total energy, eV: -19424.069
Energy relative to the best compared isomer or geometry (same formula, charge and spin), kJ/mol: 369.9
Orbital gap, eV: 8.51

=====

[2]
A single C17H19N3O3 molecule. Source: the OMol25 dataset; level of theory: the ωB97M-V functional and the def2-TZVPD basis.

Each line ends with the Mulliken charge.
Element x y z (Å)
C1 -5.30934 -1.26308 -1.42122  -1.13
C2 -4.92824 -2.11019 -0.21430  -0.34
C3 -3.40779 -2.26565 -0.07489  -1.28
C4 -2.74344 -0.94678 0.19612  0.44
C5 -2.81400 -0.36986 1.46038  -0.23
C6 -2.24069 0.85729 1.71416  -0.91
C7 -1.57593 1.54354 0.70020  0.66
O1 -1.03079 2.75524 1.05970  -0.56
C8 -0.40914 3.52608 0.06481  -0.43
C9 0.89869 2.93250 -0.45242  0.50
O2 1.39240 3.21422 -1.52724  -0.69
N1 1.49051 2.09531 0.41878  -0.23
N2 2.66575 1.43648 0.07880  -0.25
C10 3.05206 0.35653 0.80337  0.35
O3 2.42191 -0.00117 1.78250  -0.68
C11 4.29131 -0.30968 0.33140  0.56
C12 4.49999 -1.64291 0.68256  -0.39
C13 5.65484 -2.27648 0.26181  -0.43
C14 6.56226 -1.54828 -0.49516  -0.25
N3 6.38660 -0.27645 -0.81108  -0.61
C15 5.28736 0.32955 -0.40691  -0.32
C16 -1.49040 0.97752 -0.56346  0.05
C17 -2.07576 -0.25575 -0.80248  -0.91
H1 -6.39057 -1.17416 -1.49750  0.37
H2 -4.93728 -1.71544 -2.33815  0.28
H3 -4.88651 -0.26478 -1.33393  0.28
H4 -5.37718 -3.10138 -0.30991  0.38
H5 -5.32517 -1.64820 0.69194  0.32
H6 -3.19856 -2.95328 0.74792  0.36
H7 -3.00764 -2.70075 -0.99264  0.38
H8 -3.32257 -0.89256 2.25723  0.42
H9 -2.29145 1.30790 2.69272  0.43
H10 -0.18330 4.48748 0.53784  0.33
H11 -1.07168 3.71217 -0.78985  0.35
H12 1.07432 1.76404 1.28305  0.39
H13 3.01875 1.70556 -0.83092  0.36
H14 3.75348 -2.15081 1.27526  0.45
H15 5.84769 -3.30751 0.51306  0.39
H16 7.47678 -1.99582 -0.86090  0.37
H17 5.21800 1.37720 -0.67017  0.45
H18 -0.97314 1.47642 -1.36878  0.43
H19 -2.00215 -0.68404 -1.79169  0.33

Strongest force on any atom, eV/A: 0.816
SMILES: CCCc1ccc(OCC(=O)NNC(=O)c2cccnc2)cc1
DFT total energy, eV: -28550.084
Energy relative to the best compared isomer or geometry (same formula, charge and spin), kJ/mol: 136.1
Orbital gap, eV: 8.92

=====

[3]
A single C17H19N3O5S molecule. Source: the OMol25 dataset; level of theory: the ωB97M-V functional and the def2-TZVPD basis.

Each line ends with the Mulliken charge.
Element x y z (Å)
C1 -6.34440 -1.79360 0.58651  -0.84
O1 -5.75809 -1.09577 -0.48735  -0.45
C2 -4.57831 -0.45837 -0.28446  0.91
C3 -4.06806 0.24051 -1.38169  -0.80
C4 -2.87803 0.92515 -1.28489  0.10
C5 -2.16882 0.91061 -0.08878  -0.98
N1 -0.93868 1.61733 0.01934  0.33
C6 0.11374 1.29436 -0.74562  0.67
S1 0.02354 -0.08441 -1.82355  -0.03
C7 1.75798 -0.10405 -2.40474  -1.16
C8 2.83642 0.21572 -1.37355  0.88
O2 3.68699 1.05070 -1.63129  -0.75
N2 2.87096 -0.51056 -0.23908  0.35
C9 2.03080 -1.62586 0.13392  -0.41
C10 2.92321 -2.82670 0.48340  -0.79
O3 3.84490 -2.51172 1.49598  -0.39
C11 4.67787 -1.44385 1.10259  -0.69
C12 3.85540 -0.19513 0.78151  -0.63
N3 1.25159 1.89902 -0.71391  -0.47
C13 1.43879 2.91773 0.15703  0.50
O4 2.65675 3.45242 0.13823  -0.56
C14 0.44128 3.32696 0.99439  -0.91
C15 -0.83879 2.69096 0.97186  0.63
O5 -1.80114 2.95648 1.65611  -0.63
C16 -2.66892 0.22624 1.00619  -0.63
C17 -3.86815 -0.45618 0.91267  -0.42
H1 -5.70564 -2.61401 0.92872  0.34
H2 -6.56415 -1.12687 1.42588  0.34
H3 -7.27579 -2.20166 0.19757  0.24
H4 -4.63415 0.23916 -2.29898  0.43
H5 -2.50015 1.47970 -2.13009  0.53
H6 1.90450 -1.09836 -2.82864  0.40
H7 1.84811 0.64145 -3.19453  0.51
H8 1.43985 -1.34912 1.01647  0.15
H9 1.35424 -1.90348 -0.67050  0.41
H10 3.45735 -3.15473 -0.42257  0.36
H11 2.31663 -3.65023 0.86308  0.36
H12 5.26559 -1.73263 0.21803  0.34
H13 5.35126 -1.25542 1.93939  0.36
H14 3.33340 0.14336 1.68410  0.32
H15 4.49693 0.60169 0.40523  0.41
H16 3.18711 2.97112 -0.52313  0.40
H17 0.58929 4.13388 1.69022  0.47
H18 -2.12564 0.23552 1.93800  0.44
H19 -4.23759 -0.97739 1.78093  0.39

Strongest force on any atom, eV/A: 0.806
SMILES: COc1ccc(-n2c(SCC(=O)N3CCOCC3)nc(O)cc2=O)cc1
DFT total energy, eV: -43480.633
Energy relative to the best compared isomer or geometry (same formula, charge and spin), kJ/mol: 160.8
Orbital gap, eV: 8.95